99
Properties=species:S:1:pos:R:3:lowdin_spin:R:1 method="wB97M-V/def2-TZVPD" largest_force_ev_per_a=3.58 spin_multiplicity=2 homo_lumo_gap_ev="1.770 / 3.647" s2=0.768 lumo_energy_ev="-5.653 / -5.655" e_tot_ha=-5661.48884 charge=+1 relative_energy_kj_mol=315.2
Sc 10.65 13.90 13.41 0.07
O 13.29 16.33 10.76 0.01
C 12.54 16.38 9.60 0.01
C 12.83 17.41 8.66 0.00
C 12.13 17.45 7.47 0.02
C 11.08 16.56 7.27 0.00
C 10.69 15.66 8.23 0.01
C 11.44 15.53 9.42 0.00
C 10.89 14.78 10.50 0.06
O 11.56 14.81 11.63 0.02
N 9.71 14.21 10.44 -0.02
N 9.38 13.71 11.65 0.18
C 8.23 13.06 11.71 0.18
C 7.87 12.46 12.92 0.09
C 6.68 11.69 12.96 0.05
C 6.40 11.02 14.15 0.06
C 7.30 11.07 15.21 0.09
C 8.42 11.85 15.09 0.03
N 8.75 12.55 14.00 0.12
H 12.82 15.60 11.26 0.00
H 13.66 18.09 8.93 0.00
H 12.37 18.16 6.67 0.00
H 10.49 16.58 6.35 0.00
H 9.80 15.05 8.03 0.00
H 7.60 13.02 10.80 0.01
H 6.04 11.52 12.07 0.00
H 5.49 10.41 14.28 0.00
H 7.12 10.51 16.13 0.00
H 9.15 11.89 15.86 0.00
C 10.29 14.80 17.67 0.00
C 10.34 14.90 16.22 0.00
N 10.96 13.99 15.51 0.00
N 11.73 13.02 16.10 0.00
C 12.07 12.09 15.20 0.00
O 11.74 12.21 13.95 0.01
C 12.91 10.97 15.65 0.00
C 13.58 10.25 14.68 0.00
C 14.64 9.43 15.00 0.00
C 15.01 9.33 16.32 0.00
C 14.31 10.02 17.36 0.00
C 13.24 10.82 17.02 0.00
C 9.87 16.06 15.51 0.00
C 9.35 17.22 16.15 0.00
C 8.97 18.28 15.36 0.00
C 9.08 18.21 13.94 0.00
C 9.55 17.00 13.43 0.00
N 9.95 15.95 14.13 0.00
H 11.08 14.06 17.94 0.00
H 9.30 14.50 18.03 0.00
H 10.50 15.75 18.11 0.00
H 13.24 10.28 13.65 0.00
H 15.20 9.02 14.16 0.00
H 15.86 8.74 16.64 0.00
H 14.64 9.94 18.39 0.00
H 12.68 11.40 17.74 0.00
H 9.45 17.30 17.25 0.00
H 8.53 19.12 15.86 0.00
H 8.79 19.02 13.27 0.00
H 9.70 16.89 12.32 0.00
C 15.06 8.32 10.22 0.00
Si 14.26 9.89 9.45 0.00
C 15.17 10.04 7.78 0.00
C 14.80 11.40 10.54 0.00
Ge 11.71 9.88 9.55 0.00
Si 10.89 8.15 11.02 0.00
C 10.31 8.94 12.66 0.00
C 9.47 7.07 10.36 0.00
C 12.18 6.84 11.59 0.00
Si 10.75 10.21 7.48 0.00
C 10.71 8.66 6.25 0.00
C 8.84 10.55 7.92 0.00
C 11.61 11.74 6.77 0.00
H 15.90 8.17 9.53 0.00
H 14.44 7.43 10.30 0.00
H 15.50 8.46 11.23 0.00
H 14.56 10.54 6.99 0.00
H 15.45 9.04 7.39 0.00
H 16.05 10.68 7.97 0.00
H 14.99 12.30 9.93 0.00
H 15.72 11.07 11.03 0.00
H 14.13 11.72 11.31 0.00
H 9.92 9.93 12.49 0.00
H 11.10 8.97 13.41 0.00
H 9.46 8.38 13.02 0.00
H 8.71 7.65 9.82 0.00
H 8.95 6.68 11.25 0.00
H 9.87 6.21 9.82 0.00
H 12.64 6.29 10.73 0.00
H 11.66 6.06 12.19 0.00
H 13.01 7.29 12.16 0.00
H 9.66 8.26 6.20 0.00
H 11.43 7.91 6.62 0.00
H 11.02 8.85 5.27 0.00
H 8.28 10.68 7.00 0.00
H 8.74 11.48 8.51 0.00
H 8.38 9.74 8.45 0.00
H 12.68 11.80 7.01 0.00
H 11.15 12.71 7.13 0.00
H 11.57 11.72 5.67 0.00

=====

9
Properties=species:S:1:pos:R:3:lowdin_spin:R:1 method="wB97M-V/def2-TZVPD" largest_force_ev_per_a=2.84 spin_multiplicity=3 homo_lumo_gap_ev="7.824 / 9.404" s2=2.005 lumo_energy_ev="0.667 / -0.410" e_tot_ha=-451.94747 relative_energy_kj_mol=1.5
C -0.56 -0.62 -0.65 0.07
C 0.03 0.81 -0.51 0.65
O -0.54 1.59 0.43 0.20
I 0.88 1.50 -2.22 0.17
H -1.55 -0.77 -1.34 0.03
H 0.19 -1.32 -1.13 0.01
H -0.70 -1.06 0.30 0.00
H 2.48 0.95 0.75 0.86
H -0.16 2.49 0.60 0.01

=====

22
Properties=species:S:1:pos:R:3:nbo_charge:R:1 method="wB97M-V/def2-TZVPD" largest_force_ev_per_a=5.70 homo_lumo_gap_ev="9.181 / 9.180" lumo_energy_ev="-9.234 / -9.235" e_tot_ha=-454.08753 charge=+2 relative_energy_kj_mol=271.5
C -2.13 -0.59 0.49 -0.07
C -1.78 -1.88 0.21 -0.09
C 2.66 0.19 0.33 0.77
C -1.00 0.23 0.06 -0.03
C -0.41 1.23 1.00 -0.56
C -1.27 0.91 -1.32 -0.54
N -0.45 -1.89 -0.18 -0.15
N 0.04 -0.74 -0.15 -0.05
N 2.95 0.17 -0.86 -0.78
N 2.63 0.05 1.46 -0.47
H -3.19 -0.39 0.87 0.31
H -2.40 -2.71 0.05 0.28
H -0.32 0.76 1.93 0.23
H -0.96 2.22 1.05 0.28
H 0.54 1.46 0.53 0.20
H -0.75 0.24 -1.98 0.22
H -0.99 1.93 -1.42 0.26
H -2.31 0.71 -1.46 0.26
H 2.24 0.52 -1.53 0.47
H 3.97 0.21 -1.09 0.50
H 0.18 -2.67 -0.44 0.47
H 2.77 0.05 2.46 0.51